# 1
39
Properties=species:S:1:pos:R:3:nbo_charge:R:1 method="wB97M-V/def2-TZVPD" multiplicity=2 s2=0.7673 homo_energy_ev="-3.70 / -3.38" e_lumo_ev="4.54 / 4.54" total_charge=-2 gap_ha="0.3028 / 0.2909"
Co -0.1491 0.0146 0.4100 1.20
O 4.1972 0.0457 -0.0532 -1.01
S 3.0720 -0.8067 0.3028 2.42
O 3.2188 -2.1840 -0.1104 -0.98
O 1.7966 -0.1802 -0.0890 -1.08
C 3.1415 -0.8743 2.1179 -0.21
C 4.4091 -0.6160 2.6331 -0.23
C 4.6604 -0.6962 3.9916 -0.22
C 3.6386 -1.0474 4.8621 -0.23
C 2.3774 -1.3131 4.3598 -0.19
C 2.1189 -1.2300 2.9952 -0.35
S 0.3873 -1.4576 2.5506 2.40
O -0.1758 -2.2362 3.6312 -0.99
O 0.2972 -2.0704 1.2313 -0.98
O -0.1177 -0.0643 2.5014 -1.03
H 5.1782 -0.3365 1.9267 0.25
H 5.6545 -0.4852 4.3680 0.20
H 3.8205 -1.0959 5.9291 0.20
H 1.5583 -1.5981 5.0057 0.24
O -3.0093 5.4330 -1.0657 -0.97
S -2.2967 4.9524 0.0966 2.29
O -2.8486 5.3531 1.3704 -0.97
N -2.0038 3.3674 0.0239 -0.83
C -0.7104 3.1014 -0.0026 0.64
O -0.1440 1.9944 -0.0432 -0.72
C 0.1644 4.3321 -0.0281 -0.05
C 1.5458 4.3886 -0.0911 -0.19
C 2.1459 5.6420 -0.1156 -0.22
C 1.3808 6.8048 -0.0750 -0.22
C -0.0080 6.7383 -0.0055 -0.21
C -0.5847 5.4877 0.0147 -0.31
H 2.1150 3.4672 -0.1212 0.25
H 3.2258 5.7170 -0.1640 0.20
H 1.8682 7.7721 -0.1046 0.20
H -0.6265 7.6265 0.0334 0.22
F -2.8981 -0.0517 0.5477 -0.39
C -1.9464 -0.4718 -0.3642 0.65
F -2.3288 0.0913 -1.5532 -0.38
F -2.2120 -1.8064 -0.5518 -0.38

=====

# 2
19
Properties=species:S:1:pos:R:3:nbo_charge:R:1 method="wB97M-V/def2-TZVPD" homo_energy_ev=-8.23 e_lumo_ev=0.84 total_charge=0 gap_ha=0.3332 e_above_lowest_ev=4.018
O 2.3546 -0.3940 1.2463 -0.79
C 2.1423 0.0230 -0.2514 0.27
C 1.2791 1.2572 -0.3160 -0.50
C -0.1105 0.7614 -0.3187 -0.03
C -1.3067 1.3767 0.0180 -0.21
C -2.4760 0.5406 0.1580 -0.28
C -2.3054 -0.8540 0.2628 -0.16
C -1.1397 -1.4598 -0.3140 -0.29
C -0.1135 -0.6536 -0.4735 0.14
N 1.2521 -0.9786 -0.7991 -0.63
H 1.5421 -0.3305 1.7169 0.46
H 3.3018 0.1535 -0.6334 0.23
H 1.4465 1.2464 -1.3754 0.24
H 1.4312 2.0815 0.3365 0.25
H -1.1549 2.4429 -0.1974 0.22
H -3.4524 0.9037 0.6722 0.22
H -3.2107 -1.4457 1.0455 0.23
H -0.8899 -2.6325 -0.0016 0.22
H 1.4099 -2.0384 -0.7757 0.41